Entry 1:
{
  "formula": "C9H12NS2",
  "method": "ωB97M-V with the def2-TZVPD basis set",
  "charge": 1,
  "e_above_lowest_ev": 0.3262,
  "homo_ev": -12.890,
  "orbital_gap_ha": 0.31166,
  "largest_force_ev_per_a": 2.89,
  "symbols": ["C", "C", "C", "C", "C", "C", "C", "C", "C", "N", "S", "S", "H", "H", "H", "H", "H", "H", "H", "H", "H", "H", "H", "H"],
  "coordinates": [[-1.0784, 2.2542, 2.3666], [-0.3455, 1.1936, 2.7789], [-1.5197, 2.3808, 1.0633], [-0.1598, 0.1461, 1.8854], [-1.2412, 1.4492, 0.1243], [-0.5003, 0.3260, 0.5471], [0.7516, -2.7115, -1.2563], [0.1863, -2.1083, -2.5200], [-0.1732, -0.6250, -0.5118], [0.5719, -1.6741, -0.1815], [-0.9515, -0.8237, -2.0244], [1.8933, 1.0260, -1.4745], [-1.2452, 3.0675, 3.1173], [-0.1372, 1.0982, 3.8442], [-2.2653, 3.1694, 0.9322], [0.5909, -0.5545, 2.0953], [-1.6692, 1.4504, -0.8383], [0.1081, -3.5809, -0.9220], [1.8893, -2.9445, -1.4514], [0.7670, -1.6527, -3.2507], [-0.3880, -2.9344, -2.9173], [1.2566, -1.7402, 0.6162], [1.3926, 2.2291, -1.8226], [2.2668, 1.5592, -0.2001]],
  "forces_ev_per_a": [[0.0533, 2.0572, 1.1536], [-0.5675, -1.4771, 0.7722], [-1.7253, 1.4526, 0.6692], [1.1691, 1.4884, -1.1345], [0.4420, -1.3761, 1.1836], [-0.9336, 0.7505, -1.0597], [1.5181, -0.0272, 0.7400], [-1.8678, -1.3070, 0.9052], [0.3266, -1.9365, 2.1162], [1.8364, -0.5445, -0.7240], [-0.7781, 0.7292, 0.4278], [1.0169, 1.4293, 1.4951], [-0.1871, -0.7595, -0.9322], [0.4708, -0.0716, -0.3840], [0.5477, -0.0207, -0.5989], [0.3455, -1.4797, 0.7597], [-0.2539, 0.3696, -1.0782], [1.2168, 0.6611, -0.5323], [-2.3091, 0.1014, 0.8806], [1.7621, 0.2826, -1.0204], [-0.2274, 0.2007, -0.8241], [-1.4687, 0.5405, -1.0668], [0.0229, -0.2517, -0.0795], [-0.4098, -0.8113, -1.6686]],
  "nbo_charge": [-0.15, -0.19, -0.20, -0.15, -0.15, -0.17, -0.24, -0.56, 0.26, -0.54, 0.43, -0.30, 0.24, 0.24, 0.24, 0.20, 0.22, 0.24, 0.26, 0.25, 0.26, 0.44, 0.18, 0.18]
}

=====

Entry 2:
{
  "formula": "C4H15N4",
  "method": "ωB97M-V with the def2-TZVPD basis set",
  "charge": 1,
  "e_above_lowest_ev": 2.5748,
  "homo_ev": -13.268,
  "orbital_gap_ha": 0.39299,
  "largest_force_ev_per_a": 4.47,
  "symbols": ["C", "C", "C", "C", "N", "N", "N", "N", "H", "H", "H", "H", "H", "H", "H", "H", "H", "H", "H", "H", "H", "H", "H"],
  "coordinates": [[2.9189, -0.0761, 1.1427], [2.4713, -0.2930, -1.3077], [-3.2558, 0.0862, 0.0854], [-1.5529, -0.1230, 0.5246], [-3.2772, 0.7325, -1.2166], [-1.2120, -0.8679, 1.5513], [-0.6358, 0.4110, -0.2507], [2.0777, 0.3703, -0.0476], [3.9937, 0.1818, 1.0398], [2.5711, 0.4048, 2.1233], [2.6297, -1.1859, 1.1954], [3.4782, -0.6218, -1.3718], [1.7335, -1.1795, -1.5438], [2.6101, 0.3242, -2.1557], [-3.6983, 0.7657, 0.8118], [-3.6406, -0.9097, 0.0508], [-3.8374, 1.6063, -1.3124], [-3.5058, 0.1753, -1.9784], [-0.2452, -0.9394, 1.7974], [-1.7674, -1.6928, 2.0203], [-0.7985, 1.1022, -0.9125], [0.5238, 0.3079, -0.0046], [2.4189, 1.4207, -0.2408]],
  "forces_ev_per_a": [[-1.7439, -0.7960, 0.4311], [-1.6027, -2.4923, -0.0733], [3.2607, 1.2689, -0.9044], [-2.6092, 0.9106, -2.4209], [-0.1759, 1.9763, 1.6064], [-1.1378, -2.8413, 2.0549], [2.0410, -1.8945, 3.1146], [2.4747, 3.7115, -0.2650], [-0.6558, -0.6903, -0.1792], [0.2111, -0.4981, -1.5710], [1.2764, 1.4060, 0.2467], [1.0842, -1.1890, 1.1050], [1.5702, 1.7248, 0.3381], [-1.3068, 1.3766, -0.8445], [0.0791, -0.5283, 0.3076], [-0.4116, -0.5443, 0.3643], [0.7430, -1.1136, 0.6292], [-0.3148, -1.4299, -1.3028], [0.5427, 0.0707, -0.0285], [0.8801, 2.7622, -1.6031], [-1.3230, 1.1931, -1.3727], [-1.4738, 0.3086, -0.4744], [-1.4079, -2.6917, 0.8418]],
  "nbo_charge": [-0.43, -0.45, -0.22, 0.54, -0.85, -0.77, -0.76, -0.65, 0.22, 0.22, 0.20, 0.22, 0.20, 0.23, 0.23, 0.21, 0.39, 0.38, 0.40, 0.45, 0.42, 0.44, 0.39]
}

=====

Entry 3:
{
  "formula": "C4H8O",
  "method": "ωB97M-V with the def2-TZVPD basis set",
  "charge": 0,
  "e_above_lowest_ev": 4.0356,
  "homo_ev": -8.422,
  "orbital_gap_ha": 0.34153,
  "largest_force_ev_per_a": 4.03,
  "symbols": ["C", "C", "C", "H", "H", "H", "H", "C", "O", "H", "H", "H", "H"],
  "coordinates": [[-0.7320, 0.9768, -0.3758], [-0.9404, 0.2289, 0.6008], [-1.8044, -0.7325, 1.2920], [-0.9519, 1.7561, -1.0694], [-2.8662, -0.4856, 1.2050], [-1.5422, -0.7525, 2.3523], [-1.6519, -1.7436, 0.9093], [1.9365, -0.0492, -1.1071], [1.3158, 1.0309, -0.4129], [1.2393, -0.8401, -1.3981], [2.3743, 0.3447, -2.0231], [2.7161, -0.4720, -0.4689], [0.9070, 0.7381, 0.4959]],
  "forces_ev_per_a": [[-2.6517, -1.5536, 2.6090], [-0.5336, 1.2392, -3.0043], [0.1590, -0.0604, 0.9186], [0.6819, 0.0294, -0.2248], [0.1353, 0.0309, -0.0494], [-0.1918, -0.1738, 0.0230], [0.0575, 0.0989, -0.0507], [0.1001, 0.1641, 0.4573], [0.8485, -0.1351, 1.5777], [-0.2337, 0.0407, 0.2214], [0.0791, 0.1003, 0.1182], [0.0746, -0.1125, -0.2791], [1.4749, 0.3320, -2.3168]],
  "nbo_charge": [-0.13, -0.18, -0.67, 0.23, 0.22, 0.22, 0.23, -0.26, -0.72, 0.17, 0.19, 0.17, 0.51]
}

=====

> What is the formula in the first record?

C9H12NS2